ORCA calculation (ωB97M-V/def2-TZVPD) on a cluster of 22 separate species, C38H120O22 in total.

Summary:
calculated total energy	-86390.64410	eV
HOMO	-0.342	hartree
strongest force on any atom	0.0590	hartree/bohr
molecular weight	929.4	g/mol
spin multiplicity	1
frontier orbital gap	9.2	eV

Last column: Mulliken charge in e.
Atoms and positions in Å:
C: 3.9378 -0.4733 3.6328  -1.4789
C: 2.6700 0.2086 3.1449  2.4226
C: 1.4129 -0.0025 4.0086  -0.3378
O: 2.8058 1.5592 3.0563  -0.6454
H: 4.6021 -0.4941 2.7689  0.3546
H: 3.8741 -1.5527 3.7710  -0.0465
H: 4.4822 -0.0154 4.4587  0.4150
H: 2.5189 -0.2098 2.1499  -0.9214
H: 1.2191 -1.0587 4.1951  -0.6654
H: 0.4862 0.3972 3.5969  0.3348
H: 1.5631 0.4063 5.0079  0.4335
H: 1.9744 1.9944 2.8543  0.1874
C: -1.1643 -0.6951 6.6186  -1.5157
C: -1.7158 -1.4184 5.4002  2.4203
C: -2.4152 -2.7936 5.7423  -1.5496
O: -2.6873 -0.5371 4.8033  -0.6306
H: -0.4042 -1.2321 7.1860  0.3345
H: -1.9457 -0.6073 7.3735  0.4758
H: -0.8067 0.3059 6.3774  0.1603
H: -0.9667 -1.6295 4.6371  -0.8156
H: -2.7130 -3.3671 4.8645  0.1889
H: -3.3054 -2.6476 6.3541  0.4218
H: -1.7545 -3.4592 6.2979  0.3866
H: -2.9080 -0.9003 3.9425  -0.0158
C: -4.2366 1.3001 -0.7337  -0.6112
C: -4.0859 2.0202 0.5741  0.3613
C: -2.7450 1.8203 1.2385  0.5753
O: -4.1846 3.4106 0.3922  -0.6405
H: -4.3908 0.2307 -0.5901  -0.1419
H: -3.4458 1.5302 -1.4478  -0.2689
H: -5.1755 1.6194 -1.1861  0.5548
H: -4.8059 1.6405 1.2990  0.4449
H: -1.9699 2.0886 0.5206  -0.4251
H: -2.5975 0.7645 1.4660  -0.6446
H: -2.6106 2.4474 2.1199  0.3979
H: -4.1665 3.7754 1.2800  0.3798
C: 1.1016 -3.6366 4.9906  -0.0851
C: 2.1359 -4.6689 5.3864  0.4670
C: 3.4414 -4.0626 5.9950  -1.2391
O: 1.5023 -5.5653 6.2893  -0.6007
H: 0.1522 -4.0909 4.7072  0.2321
H: 1.4573 -3.0920 4.1160  -0.4362
H: 1.0375 -2.9169 5.8067  0.1797
H: 2.3568 -5.2992 4.5250  0.2342
H: 3.4054 -3.7838 7.0481  0.3765
H: 3.8101 -3.2430 5.3782  0.1561
H: 4.2396 -4.7983 6.0944  0.4046
H: 0.6373 -5.8116 5.9537  0.3172
C: -1.0674 3.7563 -2.5084  -1.2067
C: 0.0502 4.2470 -1.6041  1.7687
C: -0.4905 5.3578 -0.6923  -1.5531
O: 0.4534 3.1672 -0.8666  0.5435
H: -1.3504 4.5894 -3.1517  0.7488
H: -1.9464 3.4330 -1.9509  0.0832
H: -0.7253 2.9093 -3.1031  -0.1621
H: 0.9123 4.5995 -2.1702  -0.7607
H: -0.8255 6.2375 -1.2420  0.5433
H: 0.3159 5.7240 -0.0569  0.3866
H: -1.3028 5.0493 -0.0342  0.1380
H: 0.7868 3.5193 -0.0381  -0.4842
C: 6.5341 -2.6510 -2.8213  -1.1785
C: 5.4986 -2.4530 -3.9580  0.2735
C: 4.2618 -3.4947 -3.8815  -0.8424
O: 4.9570 -1.1828 -3.8667  -0.5632
H: 6.2370 -2.2925 -1.8358  0.2044
H: 7.4376 -2.1485 -3.1666  0.3211
H: 6.7795 -3.7104 -2.7469  0.3690
H: 5.9132 -2.5365 -4.9627  0.3942
H: 3.8477 -3.6970 -2.8937  -0.0493
H: 4.4840 -4.4793 -4.2931  0.5108
H: 3.5107 -3.0643 -4.5439  0.1750
H: 4.6062 -1.0003 -2.9920  0.4470
C: -0.9169 5.6278 2.9780  -1.2441
C: -0.4113 5.1450 4.3421  0.4298
C: -0.9678 3.7889 4.8210  -1.0882
O: 1.0041 4.9517 4.3068  -0.5757
H: -0.4358 6.5759 2.7376  0.4148
H: -1.9427 5.9899 3.0458  0.5293
H: -0.7302 5.0241 2.0899  -0.1231
H: -0.6351 5.8891 5.1065  0.4585
H: -0.6332 3.6703 5.8515  0.4168
H: -0.6617 3.0006 4.1333  -0.0044
H: -2.0568 3.7414 4.8251  0.4200
H: 1.1636 5.1612 5.2300  0.3335
C: -0.7507 3.2081 -6.1167  -0.6717
C: 0.5608 3.8698 -5.7441  0.1702
O: 0.4665 5.2551 -6.0187  -0.5741
H: -1.5706 3.7312 -5.6245  0.2430
H: -0.8566 2.1407 -5.9230  -0.1341
H: -1.0779 3.3016 -7.1522  0.5011
H: 1.3502 3.4712 -6.3813  0.4771
H: 0.9292 3.6259 -4.7476  -0.3397
H: 0.5362 5.3537 -6.9711  0.3261
C: -5.9539 -2.1016 3.2744  -1.2640
C: -4.9868 -1.1883 2.4460  -0.1781
O: -3.7816 -1.8553 2.2427  0.5895
H: -5.4740 -2.4990 4.1687  0.1947
H: -6.2746 -2.9253 2.6365  0.2633
H: -6.8336 -1.5466 3.6003  0.4147
H: -4.7349 -0.2569 2.9531  0.2920
H: -5.4332 -1.0255 1.4650  0.2379
H: -4.0491 -2.6590 1.7909  -0.1174
C: 0.7346 -3.5245 -1.9413  0.2323
O: -0.3363 -4.2934 -2.4918  -0.6549
H: 1.5939 -4.1023 -1.6010  0.2398
H: 1.0922 -2.8386 -2.7092  0.0666
H: 0.4705 -2.9055 -1.0838  -0.3903
H: 0.0029 -4.8424 -3.2025  0.2829
C: -2.8591 -1.0238 -5.0087  -0.5439
O: -2.2473 0.1305 -5.5273  -0.5853
H: -3.5268 -1.4537 -5.7552  0.4288
H: -2.0583 -1.7524 -4.8824  0.1439
H: -3.5117 -0.8855 -4.1467  0.1591
H: -1.4134 0.1934 -5.0559  0.0951
C: 3.9304 -3.5437 0.6742  -1.0202
O: 2.9020 -2.6600 0.2736  0.4669
H: 4.8532 -3.0080 0.8968  0.2777
H: 3.6685 -4.0949 1.5773  0.3067
H: 4.1296 -4.2011 -0.1721  0.2515
H: 2.1363 -2.9217 0.7901  -0.1190
C: 3.8786 0.3940 -0.6150  -0.4974
O: 3.6979 -0.6824 -1.4521  0.0369
H: 4.5385 0.1846 0.2268  0.4915
H: 4.2759 1.2427 -1.1718  0.3965
H: 2.9176 0.6805 -0.1878  -0.2950
H: 3.4314 -1.4119 -0.8878  0.0150
C: 2.9428 4.3181 0.8808  -0.8324
O: 1.7214 3.8446 1.4212  -0.2919
H: 3.2945 3.6034 0.1367  0.0580
H: 2.7794 5.2686 0.3730  0.3162
H: 3.6676 4.5186 1.6699  0.4158
H: 1.5889 4.2979 2.2569  0.0209
C: 0.0993 0.0189 0.0233  0.5790
O: -0.2237 0.5308 -1.2407  0.0612
H: 0.7762 -0.8354 0.0094  -0.5492
H: 0.5210 0.8256 0.6229  -0.1067
H: -0.8412 -0.1954 0.5309  -0.6267
H: 0.0052 1.4599 -1.1637  -0.3689
C: -0.7995 -3.3199 1.7115  -0.1280
O: 0.5750 -3.6099 1.4065  -0.4551
H: -1.1339 -3.7357 2.6619  0.1991
H: -0.9442 -2.2397 1.6943  -0.1830
H: -1.4075 -3.8008 0.9452  0.3002
H: 0.8546 -4.4723 1.7221  0.1556
C: -2.4617 -2.0858 -1.1583  0.2330
O: -2.6423 -3.4245 -1.5458  -0.6878
H: -1.5804 -2.0238 -0.5199  -0.1802
H: -2.1996 -1.4753 -2.0224  0.2085
H: -3.3866 -1.7208 -0.7117  -0.1190
H: -1.8038 -3.7572 -1.8742  0.4880
C: -4.2716 2.6046 -4.1880  -0.1002
O: -4.6350 1.7863 -5.2703  -0.6191
H: -3.9252 3.5816 -4.5249  0.2722
H: -5.0854 2.7687 -3.4817  0.3806
H: -3.3687 2.2203 -3.7133  -0.2719
H: -3.8350 1.4212 -5.6555  0.3858
C: 1.5426 0.3845 -4.2996  -0.5422
O: 0.1831 0.4238 -3.8792  1.5260
H: 1.9888 1.3476 -4.5473  0.1615
H: 2.1296 -0.0034 -3.4671  -0.0215
H: 1.6049 -0.2223 -5.2030  0.2547
H: 0.0790 0.2967 -2.9334  0.0781
C: 0.0604 -2.5231 -6.4548  -0.2167
O: -0.6769 -3.6982 -6.4212  -0.5194
H: 1.0704 -2.5828 -6.8602  0.3755
H: -0.4417 -1.8363 -7.1362  0.2967
H: 0.1088 -2.0241 -5.4869  -0.2452
H: -0.3790 -4.2973 -5.7327  0.2937
C: 3.4239 5.3522 -3.2936  -0.1213
O: 4.7764 5.0640 -3.6525  -0.5448
H: 3.3405 6.1574 -2.5637  0.2820
H: 2.9987 5.7843 -4.1995  0.2671
H: 2.9916 4.4848 -2.7948  -0.1631
H: 5.3008 4.8738 -2.8712  0.2920
C: -5.3680 -4.3604 0.1428  -0.8028
O: -4.0956 -4.1709 0.7003  -0.5217
H: -5.7525 -3.4278 -0.2700  0.2529
H: -5.2502 -5.1109 -0.6389  0.3582
H: -6.1138 -4.6816 0.8700  0.2952
H: -3.4453 -4.0844 -0.0006  0.2197